No. 1
57
Properties=species:S:1:pos:R:3:forces:R:3 method="wB97M-V/def2-TZVPD" energy_ha=-2727.97733 spin_multiplicity=1 homo_lumo_gap_ev=6.853 de_lowest_kcal_mol=35.7 mol_weight_g_mol=614.3
Rh 0.3825 0.5154 1.2829 1.6 -1.2 -1.6
N -0.4291 0.5383 3.4463 -0.7 0.3 -0.2
C 0.7237 0.7432 4.3256 -0.1 -0.1 0.0
C 1.5329 1.8896 3.7778 0.2 0.1 0.1
N 1.9942 1.5490 2.4098 -0.6 -0.3 -0.2
H -1.1031 1.2922 3.5206 0.0 0.0 0.1
H -0.8867 -0.3567 3.6153 0.0 0.0 0.0
H 1.3160 -0.1715 4.3085 0.0 0.0 0.1
H 0.4335 0.9383 5.3608 0.0 0.0 0.0
H 2.3705 2.1090 4.4433 0.1 0.0 -0.1
H 0.9141 2.7815 3.6961 0.0 0.0 0.0
H 2.8022 0.9376 2.4417 0.0 0.1 0.0
H 2.2186 2.3976 1.8950 0.2 0.0 0.0
C 0.3202 -3.0445 -4.2170 0.0 0.0 -0.1
Si -0.4438 -3.3668 -2.5395 0.1 0.0 0.0
C -0.4139 -5.1854 -2.1209 0.0 0.0 0.1
C -2.1866 -2.7136 -2.5252 0.0 0.1 0.2
C 0.7500 -2.5052 -1.3457 0.1 0.1 0.0
C 2.0301 -3.0122 -1.2183 -0.1 0.0 0.0
C 3.0036 -2.3803 -0.4371 0.0 0.0 -0.1
C 2.6818 -1.1972 0.1673 0.2 0.3 0.1
N 1.4518 -0.6843 0.0510 -0.5 0.6 0.0
C 0.4901 -1.3435 -0.6002 -0.2 -0.3 -0.3
S -1.0404 -0.6607 -0.2126 -0.2 0.2 1.1
H -0.2148 -3.5698 -5.0116 0.0 0.0 0.0
H 1.3644 -3.3636 -4.2456 0.0 0.0 0.0
H 0.2906 -1.9754 -4.4401 0.0 0.0 0.0
H -1.1758 -5.7280 -2.6846 0.0 0.0 0.0
H -0.6114 -5.3262 -1.0559 0.0 0.0 0.0
H 0.5533 -5.6395 -2.3471 0.0 0.0 0.0
H -2.7627 -3.2358 -3.2935 0.0 0.0 0.0
H -2.2184 -1.6445 -2.7403 0.0 0.0 0.0
H -2.6713 -2.8783 -1.5617 0.0 0.0 0.0
H 2.2794 -3.9445 -1.7141 0.1 0.0 0.0
H 3.9901 -2.8000 -0.3082 0.0 0.0 -0.1
H 3.4044 -0.6285 0.7367 0.0 0.0 0.1
F -0.2215 -3.3153 1.5065 0.0 0.0 0.0
B 0.0885 -2.7186 2.7100 -0.1 -0.1 0.2
F 0.8443 -3.5313 3.5239 0.0 0.1 0.0
F -1.0638 -2.2498 3.3714 0.1 0.0 -0.1
F 0.9073 -1.5128 2.4355 -0.1 0.4 -0.1
O -0.3417 1.3693 -2.2419 0.2 0.0 -0.1
C -0.3681 2.1740 -1.3520 0.2 0.1 -0.2
N 0.3860 2.1121 -0.1621 -0.6 -0.3 1.3
S -0.0376 3.3653 0.8185 -0.2 0.2 0.6
O 1.1092 4.1420 1.2170 0.1 0.0 -0.2
O -0.8366 2.8447 1.9116 -0.1 0.3 0.0
C -1.0967 4.2128 -0.2780 0.2 -0.2 -0.4
C -1.7828 5.4013 -0.1226 0.1 0.1 0.0
C -2.5969 5.7946 -1.1748 0.0 0.0 0.0
C -2.7046 5.0177 -2.3297 0.0 0.0 0.0
C -1.9916 3.8356 -2.4674 0.0 0.0 0.0
C -1.1829 3.4404 -1.4166 0.0 -0.1 0.0
H -1.6839 5.9999 0.7724 0.0 0.0 0.0
H -3.1510 6.7206 -1.0994 0.0 0.0 0.0
H -3.3559 5.3446 -3.1293 0.0 0.0 0.0
H -2.0594 3.2175 -3.3524 0.0 0.0 0.0

No. 2
54
Properties=species:S:1:pos:R:3:forces:R:3 method="wB97M-V/def2-TZVPD" energy_ha=-4028.12327 spin_multiplicity=1 homo_lumo_gap_ev="7.673 / 7.684" de_lowest_kcal_mol=5.3 total_charge=+2 mol_weight_g_mol=658.2
W -0.3785 -0.5815 0.2170 0.0 -0.4 -0.1
N 3.6753 -0.6901 0.9869 -0.1 0.0 0.0
C 3.3671 -1.9863 1.6165 0.1 0.0 0.0
C 2.5726 -1.7864 2.8987 -0.1 0.0 0.1
C 1.3322 -0.9725 2.6941 0.1 0.0 0.1
O 0.9767 -0.0362 3.3526 0.0 0.0 0.0
O 0.5676 -1.4105 1.6455 -0.2 0.2 -0.1
H 4.3592 -0.8459 0.2532 0.0 0.1 0.0
H 4.1511 -0.1082 1.6713 0.0 0.0 0.0
H 4.2664 -2.5545 1.8681 0.0 0.0 0.0
H 2.7884 -2.5878 0.9136 0.0 0.0 0.0
H 3.1685 -1.3008 3.6705 0.0 0.0 0.0
H 2.2560 -2.7572 3.2910 0.1 0.0 0.0
C -4.1447 0.4362 -2.9641 0.0 0.0 0.0
C -2.8430 1.0699 -2.4943 0.0 -0.1 0.0
C -2.3324 2.1202 -3.4792 0.0 0.0 0.0
O -2.9766 1.6206 -1.1811 0.0 0.0 -0.1
C -1.7763 -0.0099 -2.3768 0.0 0.0 -0.2
O -1.6721 -0.9938 -3.0389 0.0 0.1 0.1
O -0.8334 0.2656 -1.3994 -0.3 -0.4 0.5
H -4.9049 1.2107 -3.0753 0.0 0.0 0.0
H -4.4981 -0.3008 -2.2436 0.0 0.0 0.0
H -4.0105 -0.0504 -3.9279 0.0 0.0 0.0
H -3.0802 2.9071 -3.5808 0.0 0.0 0.0
H -2.1660 1.6795 -4.4617 0.0 0.0 0.0
H -1.4052 2.5665 -3.1198 0.0 0.0 0.0
H -3.7405 2.2084 -1.1979 0.0 0.0 0.0
Br -1.4525 -3.0090 -0.1924 0.2 0.1 -0.2
C 0.1747 -3.1178 -1.1982 0.0 0.1 -0.1
C 0.5524 -4.2058 -1.9395 0.0 -0.1 0.0
C 1.7306 -4.0695 -2.6666 0.0 0.1 0.0
C 2.4402 -2.8769 -2.6119 0.0 -0.1 0.0
C 1.9683 -1.8478 -1.8206 0.0 0.0 0.1
N 0.8399 -1.9716 -1.1094 0.1 0.2 0.1
H -0.0424 -5.1071 -1.9656 0.0 0.0 0.0
H 2.0812 -4.8894 -3.2789 0.0 0.0 0.0
H 3.3490 -2.7448 -3.1808 0.0 0.0 0.0
H 2.4831 -0.9017 -1.7314 0.0 0.0 0.0
C -2.5639 1.9996 3.5705 0.0 0.0 0.0
N -1.3750 2.2063 2.7241 0.0 0.0 0.0
C -0.5553 3.2979 2.8523 0.0 0.0 0.0
C 0.5621 3.4471 2.1123 0.0 0.1 0.0
C 0.9221 2.4081 1.2055 0.1 -0.2 0.2
N 0.0926 1.3589 1.0877 0.0 0.0 -0.3
C -1.0299 1.2822 1.8261 0.0 -0.1 -0.1
O -1.7133 0.2306 1.5637 0.0 0.5 0.2
N 2.0433 2.4143 0.5131 -0.1 0.0 -0.1
H -2.8465 2.9539 4.0035 0.0 0.0 0.0
H -2.3274 1.2850 4.3559 0.0 0.0 0.0
H -3.3754 1.6199 2.9572 0.0 0.0 0.0
H -0.8640 4.0289 3.5861 0.0 0.0 0.0
H 1.1916 4.3143 2.2392 0.0 0.0 0.0
H 2.6843 3.1881 0.5709 0.0 0.0 0.0
H 2.3112 1.5942 -0.0110 0.1 0.0 0.0

No. 3
83
Properties=species:S:1:pos:R:3:forces:R:3 method="wB97M-V/def2-TZVPD" energy_ha=-18326.27688 spin_multiplicity=1 homo_lumo_gap_ev=9.122 mol_weight_g_mol=1632.8
C 1.6347 0.9109 3.6592 0.1 0.1 -0.1
O 1.7777 -0.4846 3.6959 0.2 -0.3 0.1
C 1.2452 -1.0218 2.5143 -0.5 0.4 0.1
C 1.4964 -2.4949 2.5005 0.6 0.0 0.7
S 3.2598 -2.9641 2.7096 0.4 -0.5 -0.7
O 0.9906 -3.2006 1.3903 0.2 0.0 -0.2
C 0.7373 -2.5278 0.1991 0.3 -0.7 0.0
S 2.1353 -1.9696 -0.8113 0.0 1.0 -0.8
C 2.8734 -3.3723 -1.6084 -0.4 0.5 0.8
O 1.4960 -1.2405 -1.8863 -0.8 -0.2 -0.4
O 3.0911 -1.1913 -0.0908 0.6 -0.4 0.8
H 0.6129 1.1855 3.4446 -0.4 0.0 0.1
H 2.2547 1.3437 2.8799 0.3 0.1 -0.3
H 1.9314 1.3438 4.5992 0.1 0.0 0.5
H 1.6252 -0.4987 1.6440 0.4 0.0 -0.2
H 0.1626 -0.8695 2.5368 -0.4 0.0 -0.1
H 1.0067 -2.8991 3.3629 -0.5 -0.3 0.4
H 3.6221 -2.2825 3.7976 -0.4 0.3 0.1
H 0.0485 -1.7026 0.2771 0.0 0.7 0.1
H 0.2535 -3.2473 -0.4427 -0.2 -0.3 -0.3
H 2.0748 -3.8533 -2.1386 -0.3 -0.4 -0.4
H 3.3670 -4.0289 -0.9193 0.2 -0.2 0.4
H 3.5698 -2.8956 -2.2785 0.3 0.0 -0.3
C 3.1474 -0.4110 -4.2906 0.0 0.0 -0.1
Cl 2.3484 -0.8007 -5.8134 0.0 0.0 0.1
Cl 4.6028 -1.3898 -4.0751 0.1 0.1 -0.1
Cl 3.5564 1.3093 -4.2124 -0.1 0.0 0.1
H 2.4696 -0.6360 -3.4738 0.0 0.1 0.0
C -0.5173 2.2686 -4.6921 -0.1 0.0 0.0
Cl -0.8448 3.8680 -4.0218 0.0 0.0 0.0
Cl -1.5510 1.0493 -3.9487 0.0 0.0 0.0
Cl -0.7066 2.2709 -6.4454 0.0 0.0 0.0
H 0.5078 2.0163 -4.4702 0.2 0.0 0.0
C -2.3301 3.2150 3.6373 0.0 -0.3 0.0
Cl -2.5435 2.7916 5.3391 0.0 0.2 0.0
Cl -0.6272 3.3115 3.1971 -0.1 0.2 0.2
Cl -3.1421 2.0394 2.6031 -0.1 -0.1 0.1
H -2.7730 4.1885 3.4766 0.0 -0.1 0.0
C 2.8512 6.0015 3.7642 -0.2 0.0 0.0
Cl 2.1374 5.9201 5.3740 0.0 0.0 0.0
Cl 2.4403 4.5640 2.8317 0.2 -0.1 -0.1
Cl 2.3056 7.4463 2.9169 0.1 0.1 0.0
H 3.9255 6.0474 3.8662 0.1 0.0 0.0
C -2.3653 6.1291 1.2409 0.2 -0.1 -0.1
Cl -2.6517 4.5762 0.4555 0.0 0.2 -0.1
Cl -3.4121 6.3132 2.6528 -0.2 0.3 0.0
Cl -0.6728 6.2962 1.6964 -0.1 0.2 -0.1
H -2.6082 6.9136 0.5391 0.0 0.1 0.0
C -4.2210 -1.7266 1.8261 0.1 0.2 0.0
Cl -2.6748 -2.5766 1.7038 0.0 0.0 0.0
Cl -4.4669 -1.1230 3.4587 -0.1 0.0 0.0
Cl -4.3170 -0.4122 0.6479 0.0 -0.2 0.0
H -5.0109 -2.4302 1.6037 0.0 -0.1 0.0
C -0.7013 -0.9374 6.7124 -0.1 -0.1 0.0
Cl 0.3108 -2.3385 6.3649 0.0 0.0 -0.1
Cl -1.8331 -0.6109 5.3984 0.2 -0.2 0.0
Cl -1.5781 -1.1846 8.2249 0.0 0.1 0.1
H -0.0617 -0.0742 6.8328 0.0 0.0 0.0
C 4.3519 -7.1092 -0.0214 0.0 0.1 0.0
Cl 2.9861 -6.3632 0.8020 -0.1 0.0 0.1
Cl 4.4031 -6.5549 -1.6985 0.1 -0.1 -0.1
Cl 5.8650 -6.7584 0.8070 0.0 0.0 0.0
H 4.2055 -8.1794 -0.0236 0.0 -0.1 0.0
C 4.3280 2.9125 -7.2140 0.0 0.0 -0.2
Cl 5.3763 4.2439 -7.7068 0.0 0.0 0.0
Cl 2.6287 3.3295 -7.4515 0.0 0.1 0.1
Cl 4.7238 1.4346 -8.0865 0.2 0.1 0.1
H 4.4851 2.7298 -6.1608 0.0 0.0 0.0
C 1.3641 0.7914 -10.4519 0.0 -0.1 0.0
Cl 1.6537 0.1775 -8.8239 -0.1 0.0 -0.2
Cl 2.8719 1.2270 -11.2541 0.0 0.0 0.0
Cl 0.4649 -0.3838 -11.4154 0.0 0.0 0.0
H 0.7616 1.6843 -10.3675 0.0 0.1 0.0
C -6.7132 -4.0019 5.8420 0.0 0.1 0.1
Cl -7.3283 -2.9874 4.5352 -0.1 0.0 0.0
Cl -5.1720 -3.3856 6.4377 0.0 0.0 0.0
Cl -7.8910 -4.1219 7.1487 0.0 0.0 0.0
H -6.5483 -4.9936 5.4471 0.0 -0.1 0.0
C -7.3572 0.4479 -2.1516 0.0 0.0 0.1
Cl -6.3949 1.6283 -1.2621 0.0 0.0 0.0
Cl -7.6286 -1.0039 -1.1852 0.0 0.0 0.0
Cl -8.8902 1.1496 -2.6656 0.0 0.0 0.0
H -6.8053 0.1634 -3.0354 0.0 0.0 0.0

No. 4
51
Properties=species:S:1:pos:R:3:forces:R:3 method="wB97M-V/def2-TZVPD" energy_ha=-2130.47232 spin_multiplicity=1 homo_lumo_gap_ev=9.133 total_charge=+1 mol_weight_g_mol=425.9
Cl 0.8664 -6.0530 -2.9762 -0.7 0.4 0.5
C -0.5592 -5.4671 -2.0403 0.4 -0.6 -0.5
N -0.3049 -4.1798 -1.3358 0.2 0.4 0.2
C 0.8223 -4.3039 -0.2982 -0.4 -1.0 -0.8
C 0.9917 -2.9796 0.3961 -0.4 1.5 0.2
N 0.0082 -1.9831 -0.0945 -0.2 -0.4 -0.2
F -1.2599 2.4454 1.8707 -0.1 0.1 -0.2
C -1.3664 -2.4944 0.1422 0.9 0.9 0.3
C -1.5819 -3.8038 -0.5910 -0.2 -0.7 -0.5
C 0.2217 -1.7679 -1.5451 0.1 0.7 1.1
C 0.0355 -3.0453 -2.3209 -0.3 -1.4 -0.3
H -1.3854 -5.3335 -2.7505 0.3 0.0 0.3
H -0.8041 -6.2422 -1.3025 0.1 0.4 -0.2
H 0.5149 -5.0970 0.3959 0.1 0.1 -0.3
H 1.7148 -4.6032 -0.8542 -0.2 -0.1 0.2
H 0.8393 -3.0873 1.4731 0.2 0.1 -0.1
H 1.9888 -2.5710 0.2087 -0.1 -0.1 0.2
H -1.4976 -2.6375 1.2195 0.0 0.1 -0.2
H -2.0863 -1.7405 -0.1923 0.2 -0.1 0.1
H -2.3733 -3.7158 -1.3478 0.2 -0.2 0.2
H -1.8032 -4.6249 0.1077 0.0 0.2 -0.4
H -0.4819 -1.0068 -1.8939 0.2 0.0 0.1
H 1.2405 -1.3941 -1.6818 -0.2 0.1 0.0
H 0.9432 -3.3648 -2.8439 -0.3 0.0 0.0
H -0.8112 -2.9923 -3.0183 0.3 -0.1 0.1
C 4.3962 1.4531 1.9323 0.4 -0.1 -0.1
C 3.1133 1.1589 2.6429 0.4 0.0 -0.2
O 2.1409 2.0107 1.9986 -0.9 -0.2 1.0
C 0.9168 1.7608 2.4574 0.0 -0.9 0.4
C -0.0299 2.9218 2.0627 0.4 0.3 0.7
F -0.0640 3.7832 3.1389 0.0 -0.6 -1.1
S 0.5329 3.9123 0.4961 -0.7 0.9 -0.9
C -1.0658 4.3287 -0.2236 0.4 0.0 0.3
C -1.5304 3.5005 -1.2353 -0.4 -0.2 0.2
C -2.8425 3.6471 -1.6719 0.1 0.2 -0.1
C -3.6412 4.6660 -1.1479 0.1 0.0 0.0
C -3.1294 5.5376 -0.1824 0.1 0.1 -0.1
C -1.8176 5.3921 0.2699 -0.1 -0.3 0.1
O 1.1798 5.1267 0.9368 -0.3 -1.1 0.0
O 1.1321 2.9953 -0.4506 0.0 0.2 0.9
O 0.5989 0.7995 3.1371 0.0 1.7 -1.1
H 5.1965 0.8892 2.4023 0.2 -0.1 -0.1
H 4.3196 1.1722 0.8783 0.1 0.0 0.1
H 4.6502 2.5146 1.9916 -0.1 -0.1 0.0
H 2.7767 0.1180 2.5294 0.2 0.3 0.2
H 3.1623 1.4249 3.7096 -0.2 -0.2 -0.3
H -0.8754 2.7432 -1.6549 -0.1 0.1 0.2
H -3.2159 2.9615 -2.4292 -0.1 0.3 0.1
H -4.6563 4.8023 -1.5214 0.2 -0.1 0.2
H -3.7439 6.3439 0.2174 0.1 -0.2 -0.2
H -1.3756 6.0791 0.9892 -0.2 -0.2 0.0